Below is one molecule with the formula C18H19NO4 in a non-equilibrium geometry, with properties calculated with wB97M-V/def2-TZVPD.

Calculated values
* HOMO: -0.3097 Ha
* energy above the lowest of the compared OMol25 structures with the same formula, charge and spin: 1134.62 kJ/mol
* 2S+1: 1
* lowest unoccupied orbital energy: 0.249 eV
* total charge: 0

XYZ file:
```
42
Properties=species:S:1:pos:R:3:forces:R:3:mulliken_charge:R:1
C -6.946 -1.023 -4.745 -4.7 -3.0 4.0 -1.1211
C -6.142 -0.240 -3.872 4.3 -8.8 -1.5 0.6862
O -6.389 0.736 -3.436 -2.6 10.9 4.6 -0.3849
O -4.942 -0.919 -3.563 1.5 1.7 0.0 -0.3446
C -3.900 -0.265 -2.749 -2.3 -11.9 1.9 0.2307
C -3.503 0.907 -2.540 1.0 5.6 0.2 -0.5010
C -2.522 1.284 -1.558 -5.2 -11.1 -4.4 -1.1574
C -1.784 0.313 -1.043 0.5 1.7 3.5 0.6580
C -0.788 0.909 -0.087 4.2 -9.5 -0.3 0.6195
C -0.890 1.920 0.775 -2.4 2.3 -1.9 -0.3890
C 0.047 2.400 1.618 5.4 -10.9 -3.3 -1.1440
C 1.242 1.453 1.864 -3.4 0.8 -5.0 -0.5192
C 1.424 0.332 0.910 -2.0 -2.5 3.3 0.3252
C 2.558 -0.801 1.305 -3.8 1.4 -4.0 0.2861
O 2.398 -1.990 1.021 0.4 1.4 1.4 -0.6643
N 3.681 -0.172 1.564 0.4 4.3 -0.8 0.0505
C 4.846 -0.844 1.571 5.6 -4.6 0.3 -0.5135
C 5.174 -1.239 3.026 -1.6 3.3 2.8 -0.6455
C 5.351 0.109 3.845 -1.6 4.0 2.0 -0.5259
O 6.396 1.116 3.333 -2.6 -1.9 0.4 -0.5129
C 0.312 -0.199 0.140 0.7 7.2 0.9 -0.8292
C -2.183 -1.030 -1.061 -2.0 -2.4 -1.1 -0.3211
C -3.336 -1.380 -1.864 2.4 -1.0 0.2 -0.5457
H -6.890 -2.181 -4.379 -0.8 2.8 -0.5 0.2729
H -7.995 -0.501 -4.753 2.1 -1.5 -0.7 0.2951
H -6.353 -1.120 -5.513 2.2 -0.1 -5.4 0.3785
H -3.964 1.525 -3.261 -0.2 1.9 -0.1 0.3889
H -2.293 2.139 -1.554 3.2 12.0 0.5 0.9202
H -1.783 2.442 0.428 -0.1 0.9 1.2 0.4307
H 0.023 3.102 2.207 -0.9 7.7 5.7 0.7006
H 2.093 1.794 2.377 0.7 0.3 1.1 0.3781
H 3.905 0.853 1.276 -1.9 -2.4 0.9 0.3934
H 5.706 -0.097 1.249 -1.5 -2.1 0.1 0.3323
H 4.778 -1.981 1.056 0.2 3.5 0.4 0.2516
H 6.072 -1.702 3.353 0.7 -1.4 -0.8 0.4693
H 4.252 -1.654 3.575 1.4 0.0 -1.1 0.2333
H 5.524 0.077 5.003 0.2 -0.9 -2.1 0.3566
H 4.404 0.839 3.926 1.6 -1.9 -0.9 0.1506
H 7.128 0.539 3.424 1.9 -0.3 -0.1 0.3012
H 0.494 -0.982 -0.548 -0.2 -0.9 -0.3 0.5069
H -1.655 -1.826 -0.418 -0.9 1.4 -1.2 0.3418
H -3.549 -2.644 -1.902 0.1 4.3 -0.2 0.1609
```
Forces are in eV/Å.


Below is C9H21ClN3O3Pt as an isolated structure in a non-equilibrium geometry, with properties calculated with wB97M-V/def2-TZVPD.

Calculated values
* ⟨S²⟩: 2.004
* HOMO (alpha / beta): -0.4292 / -0.4292 Ha
* energy above the lowest of the compared OMol25 structures with the same formula, charge and spin: 0.00 kJ/mol
* 2S+1: 3
* lowest unoccupied orbital energy (alpha / beta): -4.457 / -5.687 eV
* total charge: +1

XYZ file:
```
38
Properties=species:S:1:pos:R:3:forces:R:3:mulliken_charge:R:1
Pt 2.617 15.557 -24.875 1.0 1.3 -0.1 1.9752
Cl 3.584 17.326 -23.686 -0.5 -0.6 -0.1 -0.5867
C 7.549 19.711 -24.060 -0.4 -0.1 0.0 -0.9990
C 8.089 18.329 -23.767 0.3 0.2 0.2 0.6811
O 9.287 18.111 -23.706 -0.4 -0.2 -0.2 -0.6210
N 7.165 17.342 -23.594 -0.2 0.0 -0.3 -0.0124
C 7.574 15.980 -23.334 0.2 0.2 0.0 -0.9245
H 7.281 19.781 -25.118 0.2 0.0 0.0 0.2236
H 8.318 20.439 -23.830 0.0 0.1 0.0 0.3206
H 6.639 19.944 -23.501 0.1 -0.1 0.1 0.3216
H 6.194 17.566 -23.470 0.0 0.2 -0.1 0.1145
H 6.688 15.364 -23.195 0.0 0.0 0.2 0.2895
H 8.217 15.958 -22.455 0.0 -0.3 0.0 0.3458
H 8.142 15.584 -24.178 0.1 0.0 0.0 0.2486
C 2.016 16.471 -29.199 0.2 -0.4 -0.4 -1.0147
C 2.036 17.045 -27.823 -0.3 0.0 0.3 0.6014
O 2.389 16.319 -26.861 -0.2 -0.4 -0.5 -0.8024
N 1.674 18.302 -27.659 0.4 0.3 0.5 -0.1686
C 1.687 18.964 -26.349 -0.2 0.5 -0.5 -0.8231
H 1.472 15.527 -29.206 0.0 0.0 0.2 0.3004
H 3.038 16.227 -29.498 0.0 0.1 0.0 0.2612
H 1.571 17.107 -29.960 0.0 0.2 0.2 0.3854
H 1.541 18.889 -28.465 -0.2 -0.2 -0.2 0.2611
H 2.572 18.711 -25.777 -0.1 -0.3 0.1 0.2359
H 0.758 18.743 -25.827 0.2 -0.1 0.3 0.2810
H 1.714 20.038 -26.523 0.0 0.0 0.0 0.3425
C 5.892 12.792 -26.096 0.3 0.2 -0.3 -1.1747
C 5.352 14.195 -26.140 0.2 0.2 -0.1 0.6512
O 4.260 14.445 -25.582 -0.1 -0.7 0.1 -0.8750
N 6.086 15.126 -26.740 -0.3 -0.4 0.2 -0.1068
C 5.707 16.515 -26.866 0.0 0.4 -0.7 -0.6215
H 6.197 12.563 -25.076 -0.1 0.0 0.0 0.2944
H 6.766 12.689 -26.739 0.0 0.0 0.0 0.3787
H 5.150 12.072 -26.430 -0.2 0.1 0.1 0.3363
H 6.913 14.827 -27.230 0.1 -0.1 0.1 0.2554
H 6.605 17.121 -26.940 0.1 0.0 0.2 0.3994
H 5.099 16.840 -26.033 0.0 0.0 0.2 0.0322
H 5.149 16.671 -27.796 -0.1 0.0 0.1 0.1932
```
Forces are in eV/Å.


Below is a 3-piece molecular cluster, C23H46N3O3 overall, with properties calculated with wB97M-V/def2-TZVPD.

Calculated values
* HOMO: -0.4306 Ha
* energy above the lowest of the compared OMol25 structures with the same formula, charge and spin: 372.28 kJ/mol
* 2S+1: 1
* lowest unoccupied orbital energy: -4.847 eV
* total charge: +1

XYZ file:
```
75
Properties=species:S:1:pos:R:3:forces:R:3:mulliken_charge:R:1
C -4.670 -1.075 3.117 -0.1 -0.1 -0.1 -0.6578
C -3.575 -0.683 3.739 0.0 0.2 0.0 -0.4899
C -3.409 0.743 4.118 0.0 -0.4 0.2 0.2777
C -3.623 1.184 5.441 0.1 0.5 0.0 -0.2481
C -3.513 2.524 5.722 -0.1 -0.7 -0.2 -0.5848
C -3.143 3.370 4.676 0.0 0.2 0.4 0.5040
O -3.042 4.690 4.821 0.1 0.0 -0.1 -0.4651
N -2.934 2.838 3.476 0.1 -0.3 -0.4 0.8607
O -2.591 3.649 2.448 0.0 -0.3 -0.1 -0.3806
C -1.127 3.841 2.352 -0.2 0.3 -0.1 -0.1856
C -0.682 3.817 0.891 0.6 -0.2 0.0 -1.0795
N -0.023 2.603 0.442 -0.6 0.3 0.3 -0.1846
C -0.825 1.394 0.595 0.1 -0.4 -0.2 -0.4557
C -0.614 0.440 -0.604 -0.4 0.3 -0.1 0.1337
C -1.558 0.843 -1.734 0.3 0.3 0.7 -1.3363
O 0.742 0.460 -0.980 0.3 -0.4 -0.1 -0.4096
N -3.068 1.563 3.150 0.0 0.6 0.2 -0.5553
H -5.506 -0.404 2.978 0.0 0.1 -0.3 0.2699
H -4.756 -2.078 2.727 -0.2 -0.1 0.2 0.3040
H -2.776 -1.368 3.988 0.2 0.0 -0.1 0.3751
H -3.884 0.458 6.196 0.0 0.0 0.1 0.5161
H -3.699 2.938 6.701 0.0 0.1 0.0 0.5113
H -2.149 4.946 5.093 0.0 0.2 0.0 0.3739
H -0.929 4.824 2.780 0.0 0.0 0.2 0.2918
H -0.639 3.062 2.935 0.1 -0.1 0.0 0.4672
H 0.049 4.621 0.790 0.0 0.1 -0.1 0.5111
H -1.510 4.064 0.229 -0.2 0.0 0.1 0.3589
H 0.853 2.513 0.935 0.2 -0.2 -0.3 0.1277
H -0.608 0.843 1.517 0.1 0.1 0.1 0.1986
H -1.880 1.666 0.634 -0.1 0.0 0.0 0.5221
H -0.850 -0.577 -0.282 0.1 -0.1 0.0 0.2267
H -1.445 1.923 -1.863 0.0 0.0 -0.4 0.3504
H -1.359 0.310 -2.659 0.0 0.0 -0.1 0.1038
H -2.577 0.672 -1.390 -0.1 -0.1 -0.2 0.4344
H 0.861 0.966 -1.788 -0.1 0.1 0.0 0.2972
C 4.579 -3.398 3.371 0.0 0.0 -0.1 -1.1960
C 5.102 -2.002 3.043 0.0 -0.1 0.1 -0.3634
C 4.309 -0.881 3.713 0.0 0.0 0.0 -0.8013
C 2.838 -0.804 3.302 0.0 0.0 0.0 -0.7857
C 2.597 -0.637 1.802 -0.1 0.1 0.1 0.2284
C 3.175 0.651 1.227 0.0 -0.1 -0.1 -1.0631
H 3.554 -3.538 3.022 0.0 0.0 0.0 0.2753
H 5.193 -4.163 2.895 0.0 0.0 0.0 0.3810
H 4.598 -3.577 4.448 0.0 0.0 0.0 0.2987
H 5.113 -1.861 1.959 0.0 0.0 0.0 0.2261
H 6.142 -1.929 3.368 0.0 0.0 0.0 0.4065
H 4.798 0.074 3.502 0.0 0.0 0.0 0.3033
H 4.360 -1.010 4.799 0.0 0.0 0.0 0.3970
H 2.375 0.038 3.832 0.0 0.0 0.0 0.3334
H 2.315 -1.700 3.648 0.0 0.0 0.0 0.3843
H 1.517 -0.646 1.620 0.0 0.0 -0.1 -0.1523
H 2.999 -1.492 1.255 0.0 0.0 0.0 0.2811
H 2.752 1.525 1.734 0.1 0.0 0.0 0.1308
H 2.941 0.729 0.168 0.0 0.0 0.0 0.2593
H 4.259 0.698 1.335 0.0 0.0 0.1 0.4317
C 1.166 -0.842 -4.573 -0.1 0.2 -0.1 -1.0721
C -0.004 -0.515 -5.497 0.0 0.0 0.1 -0.5186
C -1.094 -1.586 -5.491 0.0 0.0 0.0 -0.5023
C -0.647 -2.962 -5.985 0.0 0.0 0.0 -0.8224
C -0.064 -2.979 -7.398 -0.1 0.0 0.0 -0.3746
C -1.056 -2.536 -8.470 0.1 0.0 0.0 -1.1920
H 1.675 -1.759 -4.871 0.0 0.0 0.1 0.3412
H 1.903 -0.036 -4.589 0.0 0.0 0.0 0.3594
H 0.813 -0.955 -3.544 0.1 -0.1 0.0 0.1674
H 0.359 -0.352 -6.515 0.0 0.0 0.0 0.4130
H -0.446 0.434 -5.179 0.0 0.0 -0.1 0.3637
H -1.936 -1.236 -6.096 0.0 0.0 0.0 0.3415
H -1.482 -1.693 -4.472 0.0 0.0 0.0 0.2661
H -1.506 -3.639 -5.948 0.0 0.0 0.0 0.3973
H 0.091 -3.378 -5.292 0.0 0.0 0.0 0.3136
H 0.266 -3.996 -7.621 0.0 0.0 0.0 0.3770
H 0.831 -2.353 -7.446 0.0 0.0 0.0 0.2263
H -1.941 -3.175 -8.467 0.0 0.0 0.0 0.2955
H -0.606 -2.594 -9.461 0.0 0.0 0.0 0.3823
H -1.383 -1.506 -8.319 0.0 0.0 0.0 0.2790
```
Forces are in eV/Å.


Below is a 2-piece molecular cluster, C3H2N2O4 overall in a non-equilibrium geometry, with properties calculated with wB97M-V/def2-TZVPD.

Calculated values
* HOMO (alpha / beta): -0.3326 / -0.3326 Ha
* energy above the lowest of the compared OMol25 structures with the same formula, charge and spin: 645.72 kJ/mol
* 2S+1: 1
* lowest unoccupied orbital energy (alpha / beta): -2.016 / -2.014 eV
* total charge: 0

XYZ file:
```
11
Properties=species:S:1:pos:R:3:forces:R:3:mulliken_charge:R:1
C -0.952 -0.379 -0.674 0.5 -0.7 -0.4 -0.2855
C 0.036 0.179 0.048 0.4 2.4 0.4 -0.2137
C 0.595 -0.827 0.901 1.4 -1.6 0.9 0.7120
N -0.909 -1.769 -0.501 0.6 2.4 -0.3 -0.0669
N 0.932 2.478 0.006 -1.6 -3.8 1.0 0.6730
O 1.454 -1.017 1.728 0.0 1.7 -0.1 -0.5892
O 1.217 2.691 -1.099 0.4 1.0 -0.1 -0.3058
O 0.958 2.910 1.093 0.3 0.5 -0.8 -0.3072
O -0.035 -2.025 0.574 -1.8 -0.5 -1.5 -0.2325
H -1.606 0.121 -1.402 0.3 -0.7 0.4 0.3674
H -1.689 -2.361 -0.674 -0.4 -0.6 0.7 0.2486
```
Forces are in eV/Å.


Below is one molecule with the formula C3H3N3O2 in a non-equilibrium geometry, with properties calculated with wB97M-V/def2-TZVPD.

Calculated values
* HOMO: -0.3509 Ha
* energy above the lowest of the compared OMol25 structures with the same formula, charge and spin: 538.42 kJ/mol
* 2S+1: 1
* lowest unoccupied orbital energy: -1.031 eV
* total charge: 0

XYZ file:
```
11
Properties=species:S:1:pos:R:3:forces:R:3:mulliken_charge:R:1
H -2.260 -1.866 0.319 -2.0 3.4 -2.6 0.3033
N -2.718 -0.851 -0.251 4.9 -1.9 2.9 -0.5701
C -1.640 -0.126 -0.154 -1.1 -0.9 0.6 0.5449
N -1.530 1.324 -0.298 0.3 -0.7 0.0 -0.2571
N -0.356 1.673 -0.039 0.0 -0.3 0.1 -0.1752
C 0.452 0.513 0.170 -2.6 0.2 0.1 0.4639
C 1.736 0.502 0.005 2.6 -1.1 -1.2 -0.1689
O 2.488 -0.660 -0.439 -3.3 -0.8 4.9 -0.5013
O -0.335 -0.562 0.271 -2.1 -0.7 -0.9 -0.3701
H 2.118 1.500 0.160 1.2 -0.2 -0.7 0.3461
H 2.044 -1.447 0.256 2.1 3.0 -3.3 0.3845
```
Forces are in eV/Å.


Below is H8IO4Zn as an isolated structure in a non-equilibrium geometry, with properties calculated with wB97M-V/def2-TZVPD.

Calculated values
* ⟨S²⟩: 0.758
* HOMO (alpha / beta): -0.3442 / -0.3766 Ha
* 2S+1: 2
* lowest unoccupied orbital energy (alpha / beta): -0.347 / -3.307 eV
* total charge: 0

XYZ file:
```
14
Properties=species:S:1:pos:R:3:forces:R:3:mulliken_charge:R:1
Zn 2.077 2.764 -0.380 -0.5 -0.9 0.4 0.4184
I 0.799 0.521 0.741 0.4 1.0 -0.3 -0.1693
O -2.394 2.529 0.269 -0.2 0.4 0.3 -0.5823
H -2.849 2.066 -0.434 0.0 0.0 -0.2 0.3182
H -1.696 1.932 0.538 0.2 -0.1 0.1 0.2581
O -1.465 0.634 -1.960 -0.1 0.1 -0.4 -0.5676
H -2.350 0.272 -1.927 -0.2 -0.2 -0.1 0.3039
H -1.082 0.409 -1.112 0.3 -0.1 0.3 0.1657
O -0.643 -2.877 0.033 -0.2 -0.2 0.1 -0.6123
H -0.288 -2.017 0.258 0.1 0.2 0.1 0.2207
H -0.534 -2.941 -0.916 0.0 0.0 -0.3 0.3240
O 3.804 -0.978 1.804 0.4 0.0 0.2 -0.6130
H 3.694 -1.714 1.202 0.0 -0.2 -0.1 0.3297
H 2.928 -0.600 1.883 -0.2 0.1 0.0 0.2057
```
Forces are in eV/Å.


Copy entry 2 word for word.
Below is C9H21ClN3O3Pt as an isolated structure in a non-equilibrium geometry, with properties calculated with wB97M-V/def2-TZVPD.

Calculated values
* ⟨S²⟩: 2.004
* HOMO (alpha / beta): -0.4292 / -0.4292 Ha
* energy above the lowest of the compared OMol25 structures with the same formula, charge and spin: 0.00 kJ/mol
* 2S+1: 3
* lowest unoccupied orbital energy (alpha / beta): -4.457 / -5.687 eV
* total charge: +1

XYZ file:
```
38
Properties=species:S:1:pos:R:3:forces:R:3:mulliken_charge:R:1
Pt 2.617 15.557 -24.875 1.0 1.3 -0.1 1.9752
Cl 3.584 17.326 -23.686 -0.5 -0.6 -0.1 -0.5867
C 7.549 19.711 -24.060 -0.4 -0.1 0.0 -0.9990
C 8.089 18.329 -23.767 0.3 0.2 0.2 0.6811
O 9.287 18.111 -23.706 -0.4 -0.2 -0.2 -0.6210
N 7.165 17.342 -23.594 -0.2 0.0 -0.3 -0.0124
C 7.574 15.980 -23.334 0.2 0.2 0.0 -0.9245
H 7.281 19.781 -25.118 0.2 0.0 0.0 0.2236
H 8.318 20.439 -23.830 0.0 0.1 0.0 0.3206
H 6.639 19.944 -23.501 0.1 -0.1 0.1 0.3216
H 6.194 17.566 -23.470 0.0 0.2 -0.1 0.1145
H 6.688 15.364 -23.195 0.0 0.0 0.2 0.2895
H 8.217 15.958 -22.455 0.0 -0.3 0.0 0.3458
H 8.142 15.584 -24.178 0.1 0.0 0.0 0.2486
C 2.016 16.471 -29.199 0.2 -0.4 -0.4 -1.0147
C 2.036 17.045 -27.823 -0.3 0.0 0.3 0.6014
O 2.389 16.319 -26.861 -0.2 -0.4 -0.5 -0.8024
N 1.674 18.302 -27.659 0.4 0.3 0.5 -0.1686
C 1.687 18.964 -26.349 -0.2 0.5 -0.5 -0.8231
H 1.472 15.527 -29.206 0.0 0.0 0.2 0.3004
H 3.038 16.227 -29.498 0.0 0.1 0.0 0.2612
H 1.571 17.107 -29.960 0.0 0.2 0.2 0.3854
H 1.541 18.889 -28.465 -0.2 -0.2 -0.2 0.2611
H 2.572 18.711 -25.777 -0.1 -0.3 0.1 0.2359
H 0.758 18.743 -25.827 0.2 -0.1 0.3 0.2810
H 1.714 20.038 -26.523 0.0 0.0 0.0 0.3425
C 5.892 12.792 -26.096 0.3 0.2 -0.3 -1.1747
C 5.352 14.195 -26.140 0.2 0.2 -0.1 0.6512
O 4.260 14.445 -25.582 -0.1 -0.7 0.1 -0.8750
N 6.086 15.126 -26.740 -0.3 -0.4 0.2 -0.1068
C 5.707 16.515 -26.866 0.0 0.4 -0.7 -0.6215
H 6.197 12.563 -25.076 -0.1 0.0 0.0 0.2944
H 6.766 12.689 -26.739 0.0 0.0 0.0 0.3787
H 5.150 12.072 -26.430 -0.2 0.1 0.1 0.3363
H 6.913 14.827 -27.230 0.1 -0.1 0.1 0.2554
H 6.605 17.121 -26.940 0.1 0.0 0.2 0.3994
H 5.099 16.840 -26.033 0.0 0.0 0.2 0.0322
H 5.149 16.671 -27.796 -0.1 0.0 0.1 0.1932
```
Forces are in eV/Å.